9
Properties=species:S:1:pos:R:3:forces:R:3 method="wB97M-V/def2-TZVPD" molar_mass_g_mol=77.13 max_force_ev_per_a=0.80 charge=-1 e_above_lowest_ev=1.0649 homo_lumo_gap_ha=0.257 e_homo_ev=-2.60 energy_ev=-15037.5080
C 1.553 -0.857 -0.770 -0.08 0.09 -0.13
S -0.056 -0.005 -0.654 0.14 -0.07 -0.67
H 1.922 -0.737 -1.790 0.09 -0.03 -0.05
H 2.311 -0.434 -0.108 -0.04 -0.03 0.14
H 1.466 -1.929 -0.585 0.04 -0.05 0.14
O -1.388 1.179 2.097 0.02 0.07 0.36
C -1.721 0.953 0.950 -0.71 0.32 0.19
H -1.773 1.757 0.193 0.37 -0.05 -0.05
H -2.315 0.074 0.666 0.17 -0.24 0.08